Molecular formula: AgH16O8
Method: DFT, ωB97M-V/def2-TZVPD

Total energy (hartree): -757.82286
Max |F| (eV/A): 0.86
Charge: +2
ΔE to the lowest compared entry with this formula, charge and spin (kcal per mole): 12.6
LUMO (alpha / beta) (Eh): -0.242 / -0.421
Multiplicity: 2
⟨S²⟩: 0.75

Each line ends with the Löwdin spin population.
Positions of all 25 atoms, in Å:
Ag1 -0.0016 0.0903 0.0760  0.81
O1 -0.9724 0.9833 -1.8579  0.02
H1 -1.1788 1.8558 -2.2294  0.00
H2 -1.2429 0.3438 -2.5327  0.00
O2 -0.1837 1.0639 2.1044  0.06
H3 -0.9714 0.9621 2.6580  0.00
H4 0.4869 1.4914 2.6607  0.00
O3 -2.3952 0.1710 0.4619  0.01
H5 -2.9067 0.5700 -0.2580  0.00
H6 -3.0529 -0.0968 1.1202  0.00
O4 -0.4874 -1.7500 1.6005  0.00
H7 -0.7281 -2.6781 1.4644  0.00
H8 -0.5849 -1.6086 2.5524  0.00
O5 1.1004 2.4037 -0.0409  0.00
H9 1.5483 2.3666 -0.8938  0.00
H10 0.9198 3.3469 0.0950  0.00
O6 1.6809 -0.2480 -1.7448  0.00
H11 2.0900 0.5618 -2.0743  0.00
H12 2.0752 -0.9479 -2.2861  0.00
O7 2.0378 -0.6572 0.9877  0.05
H13 2.0653 -1.6245 1.0253  0.00
H14 2.7804 -0.3547 1.5324  0.00
O8 -0.6196 -1.7647 -1.2555  0.04
H15 -0.2535 -1.9751 -2.1278  0.00
H16 -1.2059 -2.5051 -1.0375  0.00

Force components x, y, z for each atom (eV/Å):
0.3507 -0.2981 0.7216
-0.3788 0.3425 -0.4425
0.0992 -0.1227 0.2434
0.0367 0.0699 0.1589
-0.0799 0.1254 0.3690
0.0142 0.1156 -0.2766
-0.0038 -0.0705 -0.3635
-0.4636 0.1661 -0.2081
0.1331 -0.0198 0.1594
0.1956 -0.0681 -0.0842
-0.2191 -0.5898 0.3585
0.0415 0.1610 0.0636
0.1433 -0.0534 -0.1112
0.0010 0.0035 -0.2888
0.1205 0.2672 0.1225
-0.0339 -0.2177 0.0975
0.1257 0.0565 -0.5144
0.0423 -0.1758 -0.1061
0.0386 0.0805 0.2205
0.0322 -0.2883 0.0386
-0.0708 0.1767 0.0486
-0.2343 0.2147 -0.1578
0.0556 -0.2118 -0.3405
0.0436 0.0635 0.2241
0.0103 0.2728 0.0675

Molecular formula: C16H32F9NO8Ti
Method: DFT, ωB97M-V/def2-TZVPD

Total energy (hartree): -3033.28201
Max |F| (eV/A): 6.15
Charge: -1
ΔE to the lowest compared entry with this formula, charge and spin (kcal per mole): 296.6
LUMO (alpha / beta) (Eh): -0.023 / -0.015
Multiplicity: 4
⟨S²⟩: 3.82

Each line ends with the Löwdin spin population.
Positions of all 67 atoms, in Å:
Ti1 8.4812 -26.9419 13.4597  3.01
O1 9.6983 -30.1421 9.6100  0.01
H1 9.8663 -29.2135 9.4339  0.00
H2 10.3779 -30.7778 9.3742  0.00
H3 9.4361 -30.2804 10.5231  0.00
C1 9.8135 -32.0457 14.5479  0.00
O2 11.1837 -31.6692 14.0839  0.00
O3 8.9797 -31.2710 13.6627  0.03
C2 9.7556 -33.6264 14.5141  0.00
F1 8.4340 -33.9310 14.5787  0.00
F2 10.1296 -34.0664 13.3388  0.00
F3 10.4143 -34.3266 15.4250  0.00
C3 12.3461 -31.9338 14.8679  0.00
C4 13.5708 -31.9378 13.9818  0.00
H4 13.5903 -32.7325 13.2361  0.00
H5 13.7135 -30.9762 13.4888  0.00
H6 14.4655 -32.1864 14.5526  0.00
H7 12.1897 -32.8658 15.4110  0.00
H8 12.4693 -31.1200 15.5825  0.00
H9 9.7321 -31.6337 15.5538  0.00
C5 2.9388 -24.2643 14.0640  0.00
O4 1.8203 -24.7557 14.6407  0.00
O5 3.7530 -25.3889 14.0674  -0.07
C6 2.7557 -23.5877 12.7431  0.00
F4 2.0837 -24.3173 11.8740  0.00
F5 1.9257 -22.5255 12.9733  0.00
F6 3.6997 -23.0022 12.0997  0.00
C7 0.8624 -23.9648 15.3973  0.00
C8 0.1067 -24.9844 16.2672  0.00
H10 0.9062 -25.3235 16.9260  0.00
H11 -0.6985 -24.5062 16.8248  0.00
H12 -0.3087 -25.8543 15.7585  0.00
H13 0.1758 -23.6139 14.6269  0.00
H14 1.2481 -23.1612 16.0246  0.00
H15 3.4317 -23.6197 14.7917  0.00
C9 11.5561 -25.4347 7.9865  0.00
O6 11.5377 -26.3773 6.9560  0.00
O7 10.7993 -25.9355 9.0497  0.01
C10 13.1124 -25.0210 8.3311  0.00
F7 13.6677 -24.2170 7.4976  0.00
F8 13.2808 -24.5171 9.5560  0.00
F9 13.7517 -26.1926 8.2375  0.00
C11 10.8934 -25.8768 5.6923  0.00
C12 10.9500 -26.9549 4.5653  0.00
H16 12.0159 -27.1237 4.4120  0.00
H17 10.5207 -27.8948 4.9124  0.00
H18 10.4927 -26.5723 3.6529  0.00
H19 11.4549 -25.0196 5.3208  0.00
H20 9.8229 -25.7019 5.8001  0.00
H21 10.9659 -24.5656 7.6961  0.00
C13 12.4785 -24.3581 16.1699  0.00
C14 11.2068 -23.7487 16.6925  0.00
C15 10.7321 -22.6570 15.8108  0.00
O8 9.6944 -21.9267 16.4585  0.00
C16 9.0396 -21.0048 15.6413  0.00
N1 10.2468 -24.8044 16.8061  0.01
H22 12.7193 -25.1818 16.8418  0.00
H23 13.3075 -23.6505 16.1790  0.00
H24 12.5468 -24.9299 15.2445  0.00
H25 11.4038 -23.3906 17.7029  0.00
H26 10.5766 -22.9509 14.7728  0.00
H27 11.6056 -22.0307 15.6299  0.00
H28 8.7952 -20.1780 16.3082  0.00
H29 8.1593 -21.2284 15.0387  0.00
H30 9.7490 -20.5357 14.9595  0.00
H31 10.2795 -25.3432 17.6598  0.00
H32 9.4054 -24.2653 16.9529  0.00

Force components x, y, z for each atom (eV/Å):
-0.1765 -0.0309 0.1381
-0.9201 -0.6289 -0.1467
0.7445 1.4077 -0.5351
0.8057 -0.1275 -0.3493
-0.4157 -0.3131 1.4671
0.3593 3.4740 -2.7124
0.2056 -0.4551 -0.1415
1.4977 -2.8488 2.0567
-2.4090 2.4008 -1.1333
-0.0430 -0.5685 0.8200
0.9836 -0.6641 -1.4048
0.2442 -0.0528 0.8632
-1.0237 0.0770 -0.2206
0.4429 -0.6184 -0.0973
-0.5855 0.0684 -0.2459
-0.0461 -0.0287 0.0189
0.0865 0.4036 0.3899
0.4853 -0.0956 0.1072
0.0005 0.0675 0.4327
-0.1802 -0.5441 0.5605
4.8198 -3.2309 2.0231
-3.7367 0.3296 1.5202
0.4695 1.1778 -1.6896
-3.0779 0.6549 0.6006
-0.3863 -1.3834 -0.9089
-1.3428 1.0595 0.7184
3.4016 0.1352 -0.8489
-0.8968 -1.6832 -1.8553
0.9894 0.4914 0.2410
-0.3988 -0.4069 0.4745
0.0776 0.0847 0.1718
0.2166 0.2440 -0.3910
-0.1530 0.8438 0.2563
0.4412 0.0467 -0.2258
-0.0768 1.5307 -0.1114
-2.5053 0.1135 3.2805
-0.3532 0.1415 -3.5499
1.9653 0.2430 -0.6595
-3.8521 -2.9799 0.6115
1.0769 1.9994 -1.9337
0.0652 0.0297 0.3139
1.3061 -0.5761 0.5568
0.7039 -1.6901 0.3540
1.1803 0.5241 1.5087
0.0017 -0.2633 -0.4181
-0.2429 0.0826 -0.1911
-0.0926 -0.1305 0.0961
-0.2885 0.2973 0.2557
0.0925 0.6227 0.7659
0.6393 0.8700 -0.6843
1.5420 -0.6972 0.5262
1.1128 -1.1645 -0.0421
0.5801 1.1413 -0.1176
-0.0857 -1.4394 -0.6294
0.6346 2.1532 0.0658
-2.2650 -0.2277 -0.3797
0.3297 0.1807 0.5265
0.0834 -0.0021 0.0512
-0.9431 0.6557 -0.5949
0.2934 0.7242 -0.0494
-1.0923 -0.6090 0.0260
0.1966 0.7143 0.4527
-0.4741 -0.0026 0.0298
-0.0730 -1.0401 0.3250
0.2600 -0.1003 -0.3218
0.7057 -0.1048 0.1378
-0.9038 -0.2818 -0.1554

Molecular formula: C7H12N2O3
Method: DFT, ωB97M-V/def2-TZVPD

Total energy (hartree): -608.96950
Max |F| (eV/A): 2.10
Charge: 0
ΔE to the lowest compared entry with this formula, charge and spin (kcal per mole): 137.2
LUMO (Eh): 0.002

Each line ends with the Löwdin charge.
Positions of all 24 atoms, in Å:
C1 -0.5225 0.1310 -1.4319  0.17
C2 -0.5346 -0.7696 -0.3074  -0.58
C3 0.6059 1.0730 -1.5710  -0.20
C4 0.8827 1.8100 -0.2472  -0.14
C5 0.5726 -4.2177 -0.0666  -0.07
C6 -0.2709 3.3841 1.2901  0.00
C7 -0.2870 -3.0275 0.3216  -0.24
N1 -0.3461 2.4022 0.2314  -0.17
N2 -1.4493 1.9475 -0.2391  -0.09
O1 -2.5282 2.3499 0.1293  0.02
O2 -0.9813 -0.5032 0.7940  0.07
O3 -0.1128 -2.0071 -0.6553  -0.02
H1 1.4939 0.4960 -1.8454  0.14
H2 0.4057 1.7974 -2.3655  0.11
H3 1.2540 1.1089 0.5084  0.13
H4 1.6208 2.6041 -0.3915  0.13
H5 0.4526 -5.0076 0.6682  0.08
H6 0.2719 -4.5911 -1.0400  0.08
H7 1.6194 -3.9302 -0.1127  0.08
H8 -1.2750 3.7765 1.4442  0.08
H9 0.0759 2.9214 2.2123  0.10
H10 0.4041 4.1914 1.0101  0.09
H11 -0.0048 -2.6357 1.3061  0.12
H12 -1.3470 -3.3035 0.3578  0.13

Force components x, y, z for each atom (eV/Å):
-0.4272 0.6582 -0.3181
-0.3095 -0.2979 0.6783
-0.1906 0.2424 0.2792
0.2097 -0.4013 -0.3027
-0.2343 0.4396 -0.0486
-0.4299 0.1875 0.1300
0.0801 -0.3724 0.6169
0.6504 1.0452 0.6476
-0.6373 -1.5283 -1.2981
0.6365 0.2301 0.2651
0.0864 -0.1589 -0.0630
0.1987 0.4335 -0.4803
0.0566 -0.1066 0.0121
0.1023 -0.0786 0.0264
0.0249 0.0785 -0.0291
-0.0931 -0.0394 0.0468
-0.0021 -0.1110 0.0840
-0.0005 -0.1168 -0.1376
0.1208 -0.0083 0.0145
0.0745 0.0095 0.0276
0.0480 -0.0677 0.0528
0.0126 -0.0258 -0.0416
-0.1014 -0.1047 -0.1787
0.1244 0.0933 0.0166

Molecular formula: C5H16SSb
Method: DFT, ωB97M-V/def2-TZVPD

Total energy (hartree): -838.42668
Max |F| (eV/A): 0.27
Charge: -1
LUMO (Eh): 0.134

Each line ends with the Löwdin charge.
Positions of all 23 atoms, in Å:
C1 2.7047 -0.1828 0.4936  -0.13
C2 1.7986 0.8792 -0.1468  -0.28
C3 0.6315 1.3773 0.7369  -0.24
C4 -0.7010 1.6321 0.0023  -0.32
C5 -1.7202 0.4927 0.0593  -0.46
Sb1 -1.3094 -1.4053 -0.9911  0.54
S1 -3.0227 -2.5870 0.6525  -0.02
H1 2.5993 -0.1992 1.5820  0.06
H2 3.7609 0.0158 0.2839  0.05
H3 2.4702 -1.1867 0.1421  0.05
H4 1.3796 0.4900 -1.0767  0.05
H5 2.4104 1.7401 -0.4384  0.09
H6 0.4562 0.6476 1.5350  0.09
H7 0.9402 2.3031 1.2349  0.09
H8 -0.4856 1.8845 -1.0458  0.09
H9 -1.1644 2.5322 0.4280  0.09
H10 -1.9201 0.2088 1.0966  0.02
H11 -2.6718 0.8066 -0.3843  0.03
H12 -0.0207 -1.7527 0.1719  -0.10
H13 -1.0293 -2.9544 -1.7532  -0.14
H14 -2.7576 -1.1706 -1.9841  -0.12
H15 -0.2472 -0.6046 -2.1555  -0.11
H16 -2.1015 -2.9666 1.5571  -0.33

Force components x, y, z for each atom (eV/Å):
0.1347 0.1259 0.1387
-0.1778 0.0867 -0.1111
0.0007 -0.1727 0.0641
0.0737 -0.0019 -0.1847
-0.0379 0.0711 0.1017
0.1448 0.1210 -0.1953
-0.0092 -0.0930 0.1604
-0.0147 0.0635 -0.0178
-0.0704 -0.0826 -0.0521
-0.0740 0.0236 -0.0085
0.0474 -0.0752 0.0530
-0.0710 -0.0024 0.0154
-0.0380 0.0101 -0.0568
0.0356 -0.0610 0.0290
0.0066 -0.0117 0.0491
0.0138 -0.0264 -0.0073
0.0153 -0.0154 -0.0437
0.0364 0.0330 0.0593
0.0355 -0.0349 0.0089
-0.0288 0.0174 0.0218
0.0426 0.0116 0.0082
-0.0233 -0.0327 0.0494
-0.0421 0.0460 -0.0818

Molecular formula: C6H14O
Method: DFT, ωB97M-V/def2-TZVPD

SMILES: C=C(CC)CC.O
Total energy (hartree): -312.20235
Max |F| (eV/A): 1.66
Charge: 0
ΔE to the lowest compared entry with this formula, charge and spin (kcal per mole): 33.1
LUMO (Eh): 0.023

Each line ends with the Löwdin charge.
Positions of all 21 atoms, in Å:
C1 -2.7698 -0.1234 -0.3410  0.05
C2 -1.4435 0.0381 -0.2370  -0.34
C3 -0.5685 -0.7913 0.6887  -0.22
C4 0.3253 -1.8460 -0.0032  -0.10
C5 -0.6111 1.0042 -1.0552  -0.22
C6 -1.3940 1.8824 -2.0348  -0.11
H1 -3.0549 -1.0883 0.0520  0.06
H2 -3.4228 0.6406 -0.7406  0.06
H3 0.0948 -0.0373 1.1199  0.10
H4 -1.1443 -1.2925 1.4653  0.10
H5 0.0066 -2.8858 0.1310  0.07
H6 0.2530 -1.7598 -1.0929  0.07
H7 1.3449 -1.7839 0.3638  0.06
H8 0.0197 1.6412 -0.4355  0.11
H9 0.0366 0.3755 -1.6648  0.11
H10 -1.9160 2.6682 -1.5161  0.07
H11 -0.7464 2.3343 -2.7759  0.07
H12 -2.1725 1.3016 -2.5323  0.07
O1 5.9196 -0.3891 3.7548  -0.07
H13 5.8783 0.5666 3.8955  0.03
H14 5.3649 -0.4550 2.9585  0.04

Force components x, y, z for each atom (eV/Å):
1.5725 -0.1780 0.4898
0.1902 0.2210 -0.2442
0.0333 -0.3990 -0.6530
-0.4638 -0.3643 -0.4882
-0.8140 0.3926 -0.4368
-0.2458 -0.4369 0.3007
-1.1029 0.3220 0.4050
-0.1451 -0.5208 -0.4419
-0.0852 -0.2204 0.4504
-0.0948 0.3257 0.1210
-0.1997 0.2291 0.4867
0.5279 0.3548 0.1138
0.1976 0.0066 -0.3116
0.1453 -0.1129 0.1529
0.3436 -0.0931 0.1315
-0.1723 0.4718 0.2684
0.1226 0.0615 -0.1381
0.1901 -0.0599 -0.2061
-0.5415 0.5399 -0.6487
0.2566 -0.1440 0.3314
0.2853 -0.3957 0.3170

- Among the records above, which one has the highest charge?
  AgH16O8